[1]
The following is a DFT calculation (ωB97M-V with the def2-TZVPD basis set) of 4 unconnected molecules or ions with the total composition C5H21N2O3S.

```
32
Properties=species:S:1:pos:R:3
C 1.89 0.71 -1.23
N 1.88 0.13 0.09
C 1.62 -1.34 0.11
C 0.76 -1.69 1.30
S -0.65 -2.81 0.93
C 0.50 1.29 -1.58
N -0.40 1.32 -0.34
C 0.51 2.65 -2.22
H 2.22 0.04 -1.99
H 2.59 1.53 -1.31
H 2.68 0.29 0.68
H 2.56 -1.88 -0.06
H 1.05 -1.61 -0.80
H 0.20 -0.84 1.67
H 1.28 -2.13 2.14
H -0.97 -2.21 -0.23
H -0.07 0.63 -2.23
H 0.03 1.91 0.39
H -1.22 1.83 -0.69
H -0.65 0.37 -0.10
H 0.62 3.42 -1.45
H 1.49 2.84 -2.69
H -0.32 2.95 -2.86
H -2.95 -0.59 -1.97
H -1.77 -1.21 -2.69
O -2.01 -0.81 -1.84
H -2.24 0.16 2.41
H -2.62 -0.48 0.99
O -2.11 0.20 1.44
H 0.17 1.62 2.50
H -0.66 2.91 2.21
O 0.24 2.55 2.25
```

Computed properties:
LUMO, eV: -2.91
Frontier orbital gap, eV: 9.09
E_HOMO, eV: -12.0
Total charge: +1
Relative energy (zero: lowest compared OMol25 entry of this formula, charge and spin), kJ/mol: 111.2

---

[2]
The following is a DFT calculation (ωB97M-V with the def2-TZVPD basis set) of a molecular structure, C12H26AlBNO6.

```
47
Properties=species:S:1:pos:R:3
C -0.55 4.49 1.99
C -0.76 4.59 0.47
C 0.43 3.98 -0.26
O 0.40 2.60 -0.08
C 1.60 2.02 0.36
C 1.38 0.63 0.99
O 0.15 0.62 1.65
Al -0.99 -0.51 0.79
C -2.17 -1.59 2.04
C -3.54 -1.89 1.46
O -3.44 -2.37 0.11
C -4.40 -1.98 -0.75
C -4.73 -3.03 -1.79
O -4.95 -0.89 -0.75
O 0.43 -1.50 0.24
C 1.36 -0.51 -0.09
B 2.73 -0.99 -0.66
O 3.85 -0.13 -0.57
N 2.89 -2.29 -1.32
C 3.59 -2.13 -2.60
C 3.56 -3.26 -0.44
H -0.41 3.44 2.23
H 0.32 5.08 2.29
H -1.44 4.82 2.51
H -0.85 5.63 0.15
H -1.66 4.03 0.22
H 1.34 4.43 0.16
H 0.40 4.25 -1.32
H 2.29 1.94 -0.50
H 2.10 2.67 1.09
H 2.20 0.51 1.71
H -1.72 0.33 -0.36
H -2.27 -1.00 2.95
H -1.62 -2.50 2.25
H -4.15 -1.00 1.52
H -4.03 -2.66 2.07
H -4.48 -2.59 -2.75
H -4.15 -3.93 -1.67
H -5.80 -3.21 -1.79
H 0.95 0.05 -0.98
H 3.67 0.66 -1.09
H 3.32 -2.95 -3.26
H 3.28 -1.19 -3.06
H 4.68 -2.09 -2.49
H 4.31 -3.82 -1.00
H 2.84 -3.99 -0.09
H 4.04 -2.79 0.42
```

Computed properties:
LUMO, eV: 2.91
Frontier orbital gap, eV: 7.65
E_HOMO, eV: -4.7
Total charge: -1
Relative energy (zero: lowest compared OMol25 entry of this formula, charge and spin), kJ/mol: 0.0

---

[3]
The following is a DFT calculation (ωB97M-V with the def2-TZVPD basis set) of a molecular structure, C16H23AuN8O4S.

```
53
Properties=species:S:1:pos:R:3
Au 0.77 0.09 0.57
N -0.41 -2.28 -0.71
C 0.35 -2.20 -1.94
C 0.23 -3.45 -2.85
C 0.29 -4.84 -2.19
C 1.55 -5.18 -1.40
N 2.74 -4.77 -2.13
C 3.76 -5.45 -2.54
N 3.87 -6.79 -2.39
N 4.75 -4.79 -3.17
C 1.80 -1.70 -1.70
O 2.73 -2.19 -2.40
O 2.01 -0.76 -0.90
H -0.20 -3.09 -0.14
H -1.41 -2.22 -0.85
H -0.07 -1.37 -2.51
H 0.98 -3.38 -3.64
H -0.74 -3.40 -3.34
H 0.17 -5.58 -2.98
H -0.56 -4.96 -1.51
H 1.58 -6.25 -1.18
H 1.56 -4.65 -0.45
H 2.76 -3.71 -2.31
H 3.21 -7.28 -1.82
H 4.73 -7.25 -2.60
H 4.69 -3.79 -3.24
H 5.59 -5.25 -3.47
N -4.39 -3.16 5.16
C -3.34 -2.32 4.81
C -3.33 -0.99 5.23
C -2.30 -0.14 4.86
C -1.27 -0.61 4.07
C -1.26 -1.93 3.64
C -2.29 -2.78 4.00
S 0.08 0.45 3.63
O 1.24 -0.39 3.52
O 0.09 1.54 4.56
N -0.28 0.93 2.11
C -1.20 1.92 1.87
N -1.20 2.43 0.63
C -2.06 3.41 0.39
C -2.95 3.89 1.34
C -2.92 3.24 2.56
N -2.08 2.25 2.83
H -4.91 -2.90 5.97
H -4.17 -4.15 5.14
H -4.14 -0.62 5.85
H -2.28 0.90 5.18
H -0.43 -2.28 3.04
H -2.29 -3.81 3.67
H -2.05 3.82 -0.62
H -3.63 4.71 1.13
H -3.62 3.50 3.35
```

Computed properties:
LUMO, eV: -0.43
Frontier orbital gap, eV: 6.77
E_HOMO, eV: -7.2
Relative energy (zero: lowest compared OMol25 entry of this formula, charge and spin), kJ/mol: 73.9

---

[4]
The following is a DFT calculation (ωB97M-V with the def2-TZVPD basis set) of 10 unconnected molecules or ions with the total composition C30H80O10.

```
120
Properties=species:S:1:pos:R:3
C 0.22 0.98 0.58
C -0.65 -0.25 0.52
C -0.85 -0.91 -0.84
O -0.19 -1.22 1.48
H -0.20 1.80 -0.01
H 1.26 0.77 0.33
H 0.23 1.29 1.62
H -1.65 -0.03 0.92
H 0.02 -1.53 -1.09
H -1.06 -0.19 -1.62
H -1.70 -1.60 -0.72
H 0.71 -1.47 1.23
C 3.19 -3.94 1.35
C 3.35 -2.90 0.26
C 2.66 -3.28 -1.02
O 2.76 -1.67 0.72
H 3.82 -4.82 1.19
H 2.15 -4.26 1.51
H 3.48 -3.49 2.30
H 4.43 -2.77 0.15
H 2.83 -2.57 -1.82
H 1.58 -3.29 -0.84
H 2.95 -4.28 -1.35
H 3.37 -1.17 1.27
C -1.00 -4.66 -1.49
C -2.08 -4.35 -2.51
C -1.62 -3.28 -3.51
O -2.25 -5.58 -3.26
H -0.93 -3.89 -0.72
H -0.04 -4.72 -2.00
H -1.21 -5.61 -0.99
H -2.99 -4.04 -2.01
H -1.23 -2.46 -2.90
H -2.51 -3.01 -4.09
H -0.84 -3.62 -4.19
H -2.98 -5.49 -3.88
C -3.97 -0.58 -4.15
C -2.83 0.26 -4.70
C -3.19 0.94 -6.02
O -2.50 1.26 -3.73
H -4.14 -1.42 -4.82
H -4.88 0.03 -4.13
H -3.76 -0.99 -3.16
H -1.97 -0.40 -4.86
H -3.31 0.20 -6.82
H -2.44 1.67 -6.29
H -4.16 1.42 -5.88
H -3.30 1.76 -3.53
C -2.90 4.70 2.20
C -1.39 4.66 2.12
C -0.86 4.75 0.69
O -0.91 5.75 2.89
H -3.29 5.69 1.96
H -3.20 4.45 3.22
H -3.40 3.91 1.64
H -1.02 3.71 2.54
H 0.24 4.80 0.78
H -1.14 5.67 0.20
H -1.07 3.88 0.07
H 0.05 5.71 2.91
C 1.88 3.11 4.91
C 3.10 2.80 4.05
C 2.66 2.21 2.72
O 3.77 4.03 3.83
H 1.34 2.19 5.16
H 1.21 3.81 4.42
H 2.21 3.57 5.84
H 3.76 2.10 4.58
H 3.54 1.92 2.13
H 2.13 2.98 2.17
H 2.11 1.27 2.78
H 4.60 3.83 3.37
C -1.96 -0.31 4.49
C -3.37 0.08 4.11
C -4.23 -0.95 3.39
O -4.18 0.55 5.20
H -1.44 -0.68 3.60
H -1.80 -1.19 5.12
H -1.37 0.50 4.92
H -3.23 0.95 3.45
H -3.69 -1.38 2.54
H -5.16 -0.51 3.06
H -4.44 -1.79 4.06
H -3.66 1.14 5.75
C -2.30 -5.47 3.15
C -1.75 -4.08 3.36
C -0.31 -4.05 3.87
O -1.89 -3.38 2.13
H -1.62 -6.01 2.48
H -3.24 -5.40 2.60
H -2.53 -6.01 4.07
H -2.37 -3.54 4.10
H 0.30 -4.63 3.17
H -0.20 -4.49 4.87
H 0.06 -3.03 3.93
H -1.24 -2.66 2.10
C 6.16 0.85 -3.15
C 4.76 1.44 -2.93
C 3.98 0.81 -1.78
O 4.97 2.82 -2.62
H 6.67 1.42 -3.93
H 6.20 -0.22 -3.37
H 6.72 0.99 -2.23
H 4.14 1.33 -3.83
H 4.63 0.81 -0.90
H 3.72 -0.23 -1.97
H 3.06 1.38 -1.63
H 5.35 3.24 -3.39
C 1.82 3.74 -4.11
C 0.86 2.67 -3.63
C 0.13 3.11 -2.37
O -0.16 2.61 -4.66
H 2.41 3.33 -4.94
H 2.51 4.09 -3.35
H 1.32 4.60 -4.57
H 1.38 1.72 -3.48
H -0.32 4.09 -2.44
H 0.82 3.12 -1.52
H -0.66 2.39 -2.13
H -0.88 2.08 -4.28
```

Computed properties:
LUMO, eV: 0.26
Frontier orbital gap, eV: 9.97
Structure (SMILES): CC(C)O.CC(C)O.CC(C)O.CC(C)O.CC(C)O.CC(C)O.CC(C)O.CC(C)O.CC(C)O.CC(C)O
E_HOMO, eV: -9.7
Relative energy (zero: lowest compared OMol25 entry of this formula, charge and spin), kJ/mol: 108.8

---

[5]
The following is a DFT calculation (ωB97M-V with the def2-TZVPD basis set) of a molecular structure, C3H4N3.

```
10
Properties=species:S:1:pos:R:3
C -0.83 -1.07 0.24
C -0.13 0.08 -0.26
C 1.55 0.52 0.01
N -2.10 -0.73 0.17
N -1.05 1.09 -0.59
N -2.02 0.56 -0.09
H -0.52 -2.18 0.40
H 1.56 0.07 0.98
H 1.55 1.54 -0.04
H 2.00 0.11 -0.82
```

Computed properties:
LUMO (alpha / beta), eV: -9.27 / -9.56
Frontier orbital gap (alpha / beta), eV: 7.97 / 8.32
E_HOMO (alpha / beta), eV: -17.2 / -17.9
Total charge: +1
Relative energy (zero: lowest compared OMol25 entry of this formula, charge and spin), kJ/mol: 476.4

---

[6]
The following is a DFT calculation (ωB97M-V with the def2-TZVPD basis set) of a molecular structure, C45H43IrN3O3Si.

```
96
Properties=species:S:1:pos:R:3
Ir -0.85 0.21 -1.33
C 1.99 3.09 -3.15
O 0.72 3.02 -3.86
C -0.03 2.22 -3.13
N 0.47 1.65 -2.09
C 1.92 1.98 -2.08
C 2.51 2.42 -0.77
C 3.80 2.03 -0.46
C 4.44 2.57 0.65
C 3.77 3.46 1.47
C 2.46 3.82 1.18
C 1.84 3.32 0.05
C -1.42 1.94 -3.52
C -2.19 2.58 -4.47
C -3.52 2.19 -4.62
C -4.04 1.18 -3.81
C -3.20 0.58 -2.89
N -1.92 0.95 -2.78
C -3.53 -0.45 -1.91
N -2.62 -0.85 -1.09
C -3.23 -1.82 -0.16
C -4.66 -1.95 -0.72
O -4.74 -0.95 -1.79
C -2.53 -3.15 -0.04
C -2.95 -4.00 0.98
C -2.34 -5.24 1.14
C -1.31 -5.63 0.30
C -0.90 -4.78 -0.72
C -1.52 -3.55 -0.90
H 2.06 4.08 -2.70
H 2.78 2.95 -3.88
H 2.45 1.09 -2.42
H 4.32 1.31 -1.08
H 5.45 2.27 0.88
H 4.26 3.87 2.34
H 1.92 4.49 1.84
H 0.82 3.61 -0.17
H -1.76 3.37 -5.07
H -4.15 2.67 -5.35
H -5.07 0.88 -3.88
H -3.23 -1.34 0.82
H -5.45 -1.72 -0.01
H -4.84 -2.92 -1.18
H -3.73 -3.69 1.66
H -2.67 -5.89 1.94
H -0.83 -6.58 0.44
H -0.10 -5.08 -1.39
H -1.19 -2.90 -1.70
C 0.08 -0.80 4.58
C -0.59 -0.85 3.21
C -0.47 -2.27 2.66
C -2.07 -0.46 3.36
Si 0.24 0.36 2.02
O -0.56 0.43 0.59
C 1.99 -0.25 1.72
C 2.18 -1.22 0.74
C 3.43 -1.77 0.49
C 4.52 -1.39 1.26
C 4.34 -0.45 2.27
C 3.10 0.12 2.49
C 0.12 2.08 2.77
C -0.74 3.00 2.17
C -0.91 4.28 2.69
C -0.21 4.67 3.81
C 0.66 3.78 4.43
C 0.81 2.49 3.92
H -0.34 -1.57 5.23
H -0.08 0.16 5.08
H 1.16 -0.97 4.52
H -1.07 -2.96 3.27
H 0.57 -2.62 2.70
H -0.81 -2.36 1.63
H -2.59 -1.18 4.00
H -2.58 -0.43 2.39
H -2.17 0.53 3.81
H 1.33 -1.57 0.16
H 3.55 -2.52 -0.28
H 5.49 -1.83 1.09
H 5.19 -0.15 2.89
H 3.00 0.87 3.26
H -1.29 2.71 1.28
H -1.60 4.97 2.21
H -0.33 5.67 4.22
H 1.20 4.07 5.32
H 1.48 1.81 4.43
C 1.10 -2.70 -4.67
C -0.24 -2.36 -4.80
C -0.84 -1.50 -3.89
C -0.11 -0.96 -2.83
C 1.24 -1.29 -2.72
C 1.84 -2.15 -3.63
H 1.56 -3.37 -5.38
H -0.83 -2.77 -5.61
H -1.89 -1.28 -4.02
H 1.83 -0.90 -1.90
H 2.89 -2.40 -3.51
```

Computed properties:
LUMO, eV: -3.86
Frontier orbital gap, eV: 6.88
E_HOMO, eV: -10.7
Total charge: +1
Relative energy (zero: lowest compared OMol25 entry of this formula, charge and spin), kJ/mol: 0.0

---

[7]
The following is a DFT calculation (ωB97M-V with the def2-TZVPD basis set) of a molecular structure, C34H33CaCl2NOP2S.

```
75
Properties=species:S:1:pos:R:3
Ca 1.27 -0.10 1.09
Cl -0.39 0.19 3.44
C -1.79 -0.79 2.85
Cl -1.25 -1.87 1.56
H -2.53 -0.10 2.46
H -2.13 -1.38 3.70
C -0.96 1.13 -0.37
C -0.24 2.41 -0.78
P 1.54 2.35 -0.32
C 2.33 1.39 -1.64
C 1.97 1.44 -2.99
C 2.65 0.67 -3.91
C 3.70 -0.15 -3.51
C 4.07 -0.21 -2.18
C 3.38 0.56 -1.25
C 2.17 4.04 -0.37
C 3.53 4.23 -0.13
C 4.08 5.50 -0.16
C 3.26 6.59 -0.40
C 1.91 6.42 -0.63
C 1.36 5.14 -0.62
P -2.82 1.10 -0.32
C -3.18 2.69 0.48
C -2.57 2.99 1.70
C -2.91 4.14 2.41
C -3.88 4.99 1.90
C -4.50 4.70 0.71
C -4.16 3.55 0.00
C -3.17 1.37 -2.07
C -2.96 2.58 -2.74
C -3.20 2.69 -4.09
C -3.66 1.59 -4.81
C -3.88 0.38 -4.16
C -3.65 0.28 -2.79
H -0.65 0.83 0.65
H -0.70 0.29 -1.04
H -0.68 3.25 -0.23
H -0.38 2.61 -1.84
H 1.18 2.10 -3.32
H 2.38 0.72 -4.96
H 4.22 -0.75 -4.24
H 4.89 -0.84 -1.87
H 3.72 0.55 -0.21
H 4.18 3.38 0.06
H 5.13 5.64 0.02
H 3.68 7.59 -0.42
H 1.27 7.27 -0.83
H 0.30 5.03 -0.81
H -1.82 2.33 2.12
H -2.42 4.36 3.35
H -4.15 5.89 2.45
H -5.27 5.35 0.32
H -4.67 3.34 -0.93
H -2.63 3.45 -2.19
H -3.04 3.63 -4.60
H -3.86 1.67 -5.86
H -4.26 -0.47 -4.70
H -3.84 -0.66 -2.28
O 2.98 -0.30 2.76
H 3.79 -0.80 2.65
H 3.12 0.26 3.53
S 2.24 -4.81 0.38
C 2.09 -3.25 1.05
N 1.76 -2.28 0.24
C 1.56 -2.78 -1.04
C 1.14 -2.04 -2.15
C 0.95 -2.70 -3.34
C 1.17 -4.08 -3.45
C 1.58 -4.83 -2.36
C 1.77 -4.15 -1.15
H 2.27 -3.10 2.10
H 0.99 -0.96 -2.09
H 0.63 -2.15 -4.21
H 1.01 -4.57 -4.40
H 1.75 -5.89 -2.45
```

Computed properties:
LUMO, eV: -5.26
Frontier orbital gap, eV: 7.76
E_HOMO, eV: -13.0
Total charge: +2

---

no.,energy (Eh)
1,-936.27527
2,-1246.46651
3,-1896.42708
4,-1943.38118
5,-280.44764
6,-2524.31048
7,-4123.91989